The following is a DFT calculation (wB97M-V/def2-TZVPD) of a cluster of 6 separate species, C18H51N3O6 in total in a non-equilibrium geometry.

Structure (SMILES): COC[C@H](C)N.COC[C@H](C)N.COC[C@H](C)N.CCO.CCO.CCO
Frontier orbital gap (Ha): 0.354
Energy relative to the best compared isomer or geometry (same formula, charge and spin) (kJ/mol): 107.64
HOMO level (eV): -9.14

Bonds (Å) are listed after each position.
Positions of all 78 atoms, in Å:
1 C -3.749 1.740 -4.295  C2 1.567, H4 1.090, H5 1.090, H6 1.090
2 C -2.553 1.574 -3.296  C1 1.567, O3 1.444, H7 1.090, H8 1.090
3 O -1.239 1.583 -3.897  C2 1.444, H9 0.960
4 H -4.693 1.395 -3.872  C1 1.090
5 H -3.611 1.197 -5.230  C1 1.090
6 H -3.891 2.811 -4.445  C1 1.090
7 H -2.665 0.645 -2.738  C2 1.090
8 H -2.498 2.427 -2.620  C2 1.090
9 H -0.607 1.210 -3.279  O3 0.960
10 C 2.780 4.043 -3.127  C11 1.573, H13 1.090, H14 1.090, H15 1.090
11 C 2.490 3.987 -1.582  C10 1.573, O12 1.437, H16 1.090, H17 1.090
12 O 1.771 5.188 -1.258  C11 1.437, H18 0.960
13 H 3.668 3.460 -3.370  C10 1.090
14 H 3.040 5.060 -3.422  C10 1.090
15 H 1.970 3.560 -3.674  C10 1.090
16 H 3.476 4.002 -1.119  C11 1.090
17 H 2.013 3.058 -1.268  C11 1.090
18 H 1.234 5.003 -0.484  O12 0.960
19 C -0.750 0.319 0.536  C20 1.570, H22 1.090, H23 1.090, H24 1.090
20 C 0.414 0.737 -0.430  C19 1.570, O21 1.410, H25 1.090, H26 1.090
21 O 0.057 0.333 -1.732  C20 1.410, H27 0.960
22 H -0.607 0.824 1.491  C19 1.090
23 H -0.757 -0.761 0.690  C19 1.090
24 H -1.761 0.566 0.210  C19 1.090
25 H 1.399 0.338 -0.190  C20 1.090
26 H 0.450 1.820 -0.308  C20 1.090
27 H 0.314 -0.592 -1.733  O21 0.960
28 C 3.583 -3.275 -0.459  C29 1.514, H34 1.090, H35 1.090, H36 1.090
29 C 2.305 -2.472 -0.342  C28 1.514, C30 1.573, N33 1.445, H37 1.090
30 C 1.372 -2.976 -1.503  C29 1.573, O31 1.409, H38 1.090, H39 1.090
31 O 0.178 -2.233 -1.588  C30 1.409, C32 1.411
32 C -0.714 -2.728 -2.564  O31 1.411, H40 1.090, H41 1.090, H42 1.090
33 N 1.684 -2.752 0.933  C29 1.445, H43 1.010, H44 1.010
34 H 3.404 -4.341 -0.593  C28 1.090
35 H 4.271 -3.121 0.373  C28 1.090
36 H 3.943 -2.985 -1.446  C28 1.090
37 H 2.657 -1.441 -0.310  C29 1.090
38 H 1.241 -4.051 -1.376  C30 1.090
39 H 1.991 -2.967 -2.400  C30 1.090
40 H -0.221 -2.655 -3.533  C32 1.090
41 H -1.590 -2.082 -2.626  C32 1.090
42 H -1.009 -3.760 -2.374  C32 1.090
43 H 0.839 -2.221 1.083  N33 1.010
44 H 1.344 -3.703 0.920  N33 1.010
45 C -3.519 -0.220 2.430  C46 1.524, H51 1.090, H52 1.090, H53 1.090
46 C -5.002 -0.489 2.202  C45 1.524, C47 1.517, N50 1.427, H54 1.090
47 C -5.258 -0.529 0.707  C46 1.517, O48 1.397, H55 1.090, H56 1.090
48 O -4.651 -1.696 0.236  C47 1.397, C49 1.423
49 C -4.787 -1.825 -1.175  O48 1.423, H57 1.090, H58 1.090, H59 1.090
50 N -5.413 -1.690 2.853  C46 1.427, H60 1.010, H61 1.010
51 H -2.858 -0.980 2.013  C45 1.090
52 H -3.353 -0.262 3.507  C45 1.090
53 H -3.305 0.782 2.061  C45 1.090
54 H -5.571 0.349 2.606  C46 1.090
55 H -4.856 0.367 0.235  C47 1.090
56 H -6.317 -0.509 0.447  C47 1.090
57 H -5.790 -2.240 -1.272  C49 1.090
58 H -3.968 -2.393 -1.616  C49 1.090
59 H -4.795 -0.897 -1.746  C49 1.090
60 H -4.808 -2.385 2.440  N50 1.010
61 H -6.274 -1.943 2.389  N50 1.010
62 C 2.124 1.838 3.962  C63 1.530, H68 1.090, H69 1.090, H70 1.090
63 C 2.435 0.384 3.603  C62 1.530, C64 1.540, N67 1.481, H71 1.090
64 C 3.397 0.081 2.440  C63 1.540, O65 1.435, H72 1.090, H73 1.090
65 O 4.695 0.552 2.832  C64 1.435, C66 1.427
66 C 5.657 0.494 1.780  O65 1.427, H74 1.090, H75 1.090, H76 1.090
67 N 2.970 -0.269 4.821  C63 1.481, H77 1.010, H78 1.010
68 H 1.744 2.419 3.121  C62 1.090
69 H 3.024 2.346 4.307  C62 1.090
70 H 1.389 1.936 4.761  C62 1.090
71 H 1.459 -0.063 3.418  C63 1.090
72 H 3.084 0.511 1.489  C64 1.090
73 H 3.564 -0.981 2.260  C64 1.090
74 H 5.908 -0.527 1.489  C66 1.090
75 H 6.572 0.930 2.181  C66 1.090
76 H 5.311 1.004 0.881  C66 1.090
77 H 2.359 -0.028 5.589  N67 1.010
78 H 3.863 0.166 5.001  N67 1.010

The following is a DFT calculation (wB97M-V/def2-TZVPD) of a cluster of 4 separate species, C18H51N6O4P in total in a non-equilibrium geometry.

Frontier orbital gap (alpha / beta) (Ha): 0.048 / 0.305
Spin multiplicity: 2
Total charge: -1
Expectation value of S²: 0.750
HOMO level (alpha / beta) (eV): 0.93 / -6.10

Bonds (Å) are listed after each position.
Positions of all 80 atoms, in Å:
1 O -3.274 1.373 1.830  P2 1.488
2 P -4.244 0.413 2.424  O1 1.488, N3 1.737, N6 1.713, N9 1.616
3 N -4.675 0.918 4.029  P2 1.737, C4 1.501, C5 1.485
4 C -5.503 2.122 4.372  N3 1.501, H12 1.090, H13 1.090, H14 1.090
5 C -4.203 0.258 5.274  N3 1.485, H15 1.090, H16 1.090, H17 1.090
6 N -3.772 -1.234 2.442  P2 1.713, C7 1.465, C8 1.503
7 C -2.633 -1.769 1.693  N6 1.465, H18 1.090, H19 1.090, H20 1.090
8 C -4.680 -2.266 3.052  N6 1.503, H21 1.090, H22 1.090, H23 1.090
9 N -5.614 0.400 1.565  P2 1.616, C10 1.419, C11 1.447
10 C -5.998 1.512 0.772  N9 1.419, H24 1.090, H25 1.090, H26 1.090
11 C -6.824 -0.143 2.142  N9 1.447, H27 1.090, H28 1.090, H29 1.090
12 H -5.895 2.654 3.505  C4 1.090
13 H -4.865 2.739 5.005  C4 1.090
14 H -6.382 1.751 4.898  C4 1.090
15 H -4.714 -0.662 5.559  C5 1.090
16 H -4.341 0.984 6.075  C5 1.090
17 H -3.120 0.148 5.215  C5 1.090
18 H -2.949 -2.065 0.693  C7 1.090
19 H -1.931 -0.951 1.531  C7 1.090
20 H -2.028 -2.505 2.224  C7 1.090
21 H -5.170 -2.767 2.217  C8 1.090
22 H -4.145 -2.996 3.659  C8 1.090
23 H -5.365 -1.883 3.808  C8 1.090
24 H -6.563 1.274 -0.130  C10 1.090
25 H -6.460 2.307 1.358  C10 1.090
26 H -5.107 2.017 0.399  C10 1.090
27 H -7.038 0.218 3.148  C11 1.090
28 H -6.717 -1.211 2.331  C11 1.090
29 H -7.640 -0.080 1.421  C11 1.090
30 C 1.350 0.016 0.674  C31 1.453, H36 1.090, H37 1.090, H38 1.090
31 C 1.731 0.665 -0.568  C30 1.453, C32 1.547, N35 1.485, H39 1.090
32 C 0.548 1.403 -1.238  C31 1.547, O33 1.418, H40 1.090, H41 1.090
33 O 0.833 1.919 -2.528  C32 1.418, C34 1.419
34 C -0.125 2.835 -3.034  O33 1.419, H42 1.090, H43 1.090, H44 1.090
35 N 2.786 1.669 -0.274  C31 1.485, H45 1.010, H46 1.010
36 H 2.182 -0.595 1.024  C30 1.090
37 H 0.485 -0.595 0.416  C30 1.090
38 H 1.159 0.734 1.471  C30 1.090
39 H 2.247 -0.073 -1.182  C31 1.090
40 H 0.139 2.123 -0.530  C32 1.090
41 H -0.176 0.621 -1.466  C32 1.090
42 H -0.893 2.164 -3.420  C34 1.090
43 H 0.326 3.330 -3.895  C34 1.090
44 H -0.313 3.504 -2.195  C34 1.090
45 H 3.591 1.106 -0.039  N35 1.010
46 H 3.111 2.356 -0.938  N35 1.010
47 C 4.825 3.748 -4.641  C48 1.549, H53 1.090, H54 1.090, H55 1.090
48 C 3.727 4.382 -5.530  C47 1.549, C49 1.533, N52 1.448, H56 1.090
49 C 2.409 3.654 -5.818  C48 1.533, O50 1.453, H57 1.090, H58 1.090
50 O 2.837 2.463 -6.532  C49 1.453, C51 1.435
51 C 2.959 2.502 -7.961  O50 1.435, H59 1.090, H60 1.090, H61 1.090
52 N 3.432 5.681 -4.961  C48 1.448, H62 1.010, H63 1.010
53 H 5.066 2.783 -5.087  C47 1.090
54 H 4.444 3.569 -3.635  C47 1.090
55 H 5.671 4.424 -4.525  C47 1.090
56 H 4.206 4.412 -6.509  C48 1.090
57 H 1.657 4.296 -6.277  C49 1.090
58 H 2.101 3.259 -4.850  C49 1.090
59 H 3.640 3.296 -8.266  C51 1.090
60 H 1.963 2.705 -8.354  C51 1.090
61 H 3.471 1.630 -8.369  C51 1.090
62 H 3.935 5.441 -4.118  N52 1.010
63 H 4.118 6.315 -5.345  N52 1.010
64 C 4.401 -4.865 3.775  C65 1.476, H70 1.090, H71 1.090, H72 1.090
65 C 3.803 -5.663 2.688  C64 1.476, C66 1.555, N69 1.453, H73 1.090
66 C 4.332 -5.330 1.264  C65 1.555, O67 1.476, H74 1.090, H75 1.090
67 O 3.918 -4.020 0.724  C66 1.476, C68 1.453
68 C 2.499 -3.848 0.468  O67 1.453, H76 1.090, H77 1.090, H78 1.090
69 N 4.092 -7.072 2.896  C65 1.453, H79 1.010, H80 1.010
70 H 4.155 -3.808 3.673  C64 1.090
71 H 5.461 -5.059 3.939  C64 1.090
72 H 3.940 -5.128 4.727  C64 1.090
73 H 2.719 -5.562 2.734  C65 1.090
74 H 4.116 -6.088 0.511  C66 1.090
75 H 5.420 -5.306 1.322  C66 1.090
76 H 2.266 -2.956 -0.114  C68 1.090
77 H 1.928 -3.940 1.392  C68 1.090
78 H 2.040 -4.705 -0.025  C68 1.090
79 H 3.638 -7.237 3.783  N69 1.010
80 H 3.681 -7.712 2.231  N69 1.010

The following is a DFT calculation (wB97M-V/def2-TZVPD) of a cluster of 6 separate species, C18H51O21P5 in total in a non-equilibrium geometry.

Structure (SMILES): COP(=O)(OC)OC.COP(=O)(OC)OC.COP(=O)(OC)OC.COP(=O)(OC)OC.COP(=O)(OC)OC.CC(C)=O
Frontier orbital gap (Ha): 0.335
Energy relative to the best compared isomer or geometry (same formula, charge and spin) (kJ/mol): 450.15
HOMO level (eV): -9.20

Bonds (Å) are listed after each position.
Positions of all 95 atoms, in Å:
1 C 1.536 -2.267 0.257  C2 1.506, H5 1.138, H6 1.006, H7 1.106
2 C 2.771 -2.805 0.931  C1 1.506, O3 1.227, C4 1.516
3 O 3.778 -2.127 1.108  C2 1.227
4 C 2.776 -4.250 1.388  C2 1.516, H8 0.975, H9 1.124, H10 1.092
5 H 0.838 -3.164 0.317  C1 1.138
6 H 1.654 -1.889 -0.668  C1 1.006
7 H 1.146 -1.471 0.919  C1 1.106
8 H 3.121 -4.804 0.663  C4 0.975
9 H 1.705 -4.554 1.543  C4 1.124
10 H 3.055 -4.195 2.442  C4 1.092
11 C 5.079 0.595 -1.855  O12 1.368, H19 1.077, H20 1.178, H21 1.121
12 O 4.036 1.090 -2.588  C11 1.368, P13 1.670
13 P 3.258 0.133 -3.714  O12 1.670, O14 1.490, O15 1.605, O17 1.618
14 O 3.816 0.458 -5.057  P13 1.490
15 O 3.434 -1.441 -3.452  P13 1.605, C16 1.489
16 C 4.434 -2.238 -4.215  O15 1.489, H22 1.056, H23 1.061, H24 1.103
17 O 1.726 0.622 -3.540  P13 1.618, C18 1.405
18 C 0.721 -0.091 -2.865  O17 1.405, H25 0.965, H26 1.032, H27 1.029
19 H 5.430 1.476 -1.344  C11 1.077
20 H 5.926 0.117 -2.520  C11 1.178
21 H 4.874 -0.244 -1.141  C11 1.121
22 H 4.946 -3.055 -3.784  C16 1.056
23 H 5.339 -1.687 -4.166  C16 1.061
24 H 4.057 -2.370 -5.243  C16 1.103
25 H 0.554 -1.007 -3.117  C18 0.965
26 H -0.127 0.493 -2.940  C18 1.032
27 H 0.866 0.018 -1.852  C18 1.029
28 C -2.731 3.544 -2.270  O29 1.328, H36 1.043, H37 1.153, H38 0.999
29 O -3.209 2.643 -1.420  C28 1.328, P30 1.610
30 P -2.389 2.026 -0.179  O29 1.610, O31 1.615, O32 1.583, O34 1.552
31 O -1.465 3.228 0.377  P30 1.615
32 O -3.492 1.721 0.915  P30 1.583, C33 1.476
33 C -3.207 2.123 2.306  O32 1.476, H39 1.124, H40 0.955, H41 1.038
34 O -1.536 0.791 -0.575  P30 1.552, C35 1.403
35 C -1.984 -0.478 -0.180  O34 1.403, H42 0.951, H43 1.011, H44 1.146
36 H -2.376 4.453 -1.901  C28 1.043
37 H -3.493 4.003 -3.004  C28 1.153
38 H -1.835 3.272 -2.618  C28 0.999
39 H -2.740 1.319 2.937  C33 1.124
40 H -4.036 2.209 2.772  C33 0.955
41 H -2.655 2.974 2.527  C33 1.038
42 H -1.223 -0.894 -0.569  C35 0.951
43 H -2.922 -0.790 -0.390  C35 1.011
44 H -1.862 -0.643 0.947  C35 1.146
45 C -1.802 -2.263 -4.446  O46 1.440, H53 1.060, H54 0.997, H55 1.084
46 O -1.532 -2.516 -3.054  C45 1.440, P47 1.693
47 P -1.842 -4.047 -2.401  O46 1.693, O48 1.427, O49 1.650, O51 1.504
48 O -1.021 -4.995 -3.081  P47 1.427
49 O -1.354 -3.942 -0.828  P47 1.650, C50 1.428
50 C -1.595 -4.935 0.169  O49 1.428, H56 1.092, H57 0.945, H58 0.916
51 O -3.322 -4.305 -2.478  P47 1.504, C52 1.451
52 C -4.283 -3.469 -1.784  O51 1.451, H59 0.935, H60 1.150, H61 1.073
53 H -2.837 -2.491 -4.482  C45 1.060
54 H -1.373 -2.929 -5.052  C45 0.997
55 H -1.592 -1.242 -4.745  C45 1.084
56 H -0.791 -4.614 0.834  C50 1.092
57 H -1.450 -5.690 -0.381  C50 0.945
58 H -2.445 -5.000 0.505  C50 0.916
59 H -4.220 -2.579 -2.065  C52 0.935
60 H -4.174 -3.739 -0.671  C52 1.150
61 H -5.328 -3.709 -1.752  C52 1.073
62 C 0.288 -3.107 4.166  O63 1.420, H70 0.891, H71 1.075, H72 1.025
63 O -0.767 -2.542 4.931  C62 1.420, P64 1.660
64 P -0.916 -0.890 4.862  O63 1.660, O65 1.540, O66 1.632, O68 1.585
65 O 0.043 -0.203 5.852  P64 1.540
66 O -0.611 -0.403 3.334  P64 1.632, C67 1.381
67 C 0.115 0.767 3.227  O66 1.381, H73 1.095, H74 1.278, H75 1.067
68 O -2.350 -0.216 4.815  P64 1.585, C69 1.411
69 C -2.611 0.904 5.633  O68 1.411, H76 0.939, H77 1.148, H78 1.247
70 H 0.272 -3.993 4.258  C62 0.891
71 H 1.228 -2.707 4.501  C62 1.075
72 H 0.198 -2.845 3.179  C62 1.025
73 H -0.463 1.571 3.695  C67 1.095
74 H 0.271 0.978 1.976  C67 1.278
75 H 1.096 0.625 3.622  C67 1.067
76 H -2.264 1.774 5.560  C69 0.939
77 H -2.691 0.715 6.763  C69 1.148
78 H -3.698 1.420 5.307  C69 1.247
79 C -0.173 5.039 2.547  O80 1.355, H87 1.028, H88 1.166, H89 1.040
80 O -0.086 5.451 1.259  C79 1.355, P81 1.615
81 P 1.039 4.755 0.333  O80 1.615, O82 1.517, O83 1.633, O85 1.636
82 O 2.355 5.507 0.263  P81 1.517
83 O 1.534 3.257 0.756  P81 1.633, C84 1.346
84 C 2.527 2.586 0.144  O83 1.346, H90 1.012, H91 0.956, H92 1.064
85 O 0.566 4.794 -1.233  P81 1.636, C86 1.384
86 C 0.430 6.020 -1.861  O85 1.384, H93 1.106, H94 0.989, H95 1.187
87 H 0.715 4.866 3.036  C79 1.028
88 H -0.613 3.960 2.574  C79 1.166
89 H -0.828 5.548 3.175  C79 1.040
90 H 2.522 1.651 0.532  C84 1.012
91 H 3.446 2.848 0.178  C84 0.956
92 H 1.994 2.454 -0.767  C84 1.064
93 H 0.023 5.672 -2.829  C86 1.106
94 H 1.196 6.638 -1.759  C86 0.989
95 H -0.464 6.698 -1.475  C86 1.187